The following is a quantum chemistry calculation of C31H54Cl2IrO3P2 as an isolated structure in a non-equilibrium geometry, from OMol25.

```
! wB97M-V def2-TZVPD RIJCOSX def2/J DEFGRID3
* xyz -1 5
Ir 0.187 -1.014 1.499
Cl -1.623 0.200 0.594
Cl 1.854 0.198 0.247
P -0.112 0.957 -3.088
P 0.680 0.922 2.510
O 0.328 -1.656 3.314
O 0.559 2.375 1.835
O 1.560 1.037 3.801
C -2.443 1.117 -4.612
C -0.295 -2.221 0.073
C 0.430 -3.429 -0.229
C -1.145 3.198 -1.768
C 1.573 -1.196 -3.538
C 3.021 -1.383 -5.636
C 1.419 4.685 -1.992
C -0.114 3.454 2.592
C 2.894 -1.693 -4.127
C 1.372 0.301 -3.898
C 0.219 5.315 -1.254
C 2.709 0.081 -5.990
C -3.881 0.629 -4.807
C -3.248 -1.668 -3.844
C -0.560 -3.415 4.539
C -0.180 0.722 5.621
C 0.538 -5.857 -0.502
C -0.026 2.730 -2.735
C -3.963 -0.899 -4.975
C -0.208 -4.682 -0.544
C 2.579 -4.580 -0.072
C 1.844 -3.399 -0.089
C 1.369 0.556 -5.410
C 1.921 -5.805 -0.249
C 1.272 0.663 5.220
C -1.570 3.139 2.845
C 1.324 3.156 -2.098
C -1.781 0.334 -3.463
C -1.803 -1.198 -3.663
C -1.150 4.730 -1.662
C -0.863 -2.407 3.419
H 0.424 3.597 3.542
H -2.356 0.523 -2.526
H 2.247 0.828 -3.454
H 2.690 0.228 -7.075
H -4.470 0.928 -3.926
H -1.699 -1.725 3.667
H -1.233 -2.054 -0.493
H 0.519 0.020 -5.867
H -2.434 2.191 -4.374
H -2.017 3.970 3.407
H -2.115 3.026 1.898
H -1.909 5.047 -0.930
H -1.277 -4.697 -0.784
H -0.945 2.742 -0.781
H 0.744 -1.790 -3.948
H 3.501 0.728 -5.584
H -1.698 2.211 3.425
H 1.225 1.631 -5.591
H -0.750 -0.123 5.205
H 2.335 -2.033 -6.202
H -0.666 1.679 5.375
H 2.347 4.953 -1.465
H -0.513 -2.844 5.473
H -4.302 1.135 -5.684
H 3.723 -1.196 -3.597
H 2.179 2.775 -2.673
H -1.352 -1.703 -2.796
H -0.156 3.164 -3.753
H 0.216 6.398 -1.442
H -5.018 -1.201 -5.022
H -3.269 -2.744 -4.065
H -1.102 -2.897 2.454
H 2.321 -2.420 0.024
H -1.212 -1.468 -4.549
H 0.015 4.357 1.981
H 0.358 5.202 -0.165
H 0.410 -3.887 4.348
H -1.842 0.979 -5.525
H -1.328 -4.188 4.615
H 2.497 -6.722 -0.182
H 3.661 -4.532 0.099
H 1.472 5.110 -3.008
H -0.207 0.623 6.717
H 2.998 -2.777 -3.970
H 1.711 -0.331 5.376
H 1.856 1.391 5.791
H 1.562 -1.335 -2.445
H 0.045 -6.828 -0.636
H -1.432 5.154 -2.641
H 1.375 2.700 -1.094
H 4.037 -1.622 -5.980
H -3.517 -1.176 -5.942
H -2.140 2.852 -2.089
H -3.792 -1.498 -2.901
*
```

Computed properties:
Gap between HOMO and LUMO (alpha / beta) ... 0.193 / 0.213 hartree
E_LUMO (alpha / beta) ... 2.7 / 2.4 eV
E_HOMO (alpha / beta) ... -2.55 / -3.40 eV
E ... -85625.4138 eV
M ... 799.84 g mol⁻¹
Expectation value of S² ... 6.029

Here are the Mulliken charges for atoms 1 to 2, given in e:
1. Ir 0.74
2. Cl -0.65


The following is a quantum chemistry calculation of a 6-piece molecular cluster, C31H54N3O14S overall in a non-equilibrium geometry, from OMol25.

```
! wB97M-V def2-TZVPD RIJCOSX def2/J DEFGRID3
* xyz 1 1
S 0.555 -2.430 2.065
O 2.602 9.067 -7.405
O 1.811 -2.056 2.617
O 7.984 0.570 11.651
O 3.351 5.477 -2.466
O -0.583 -1.361 2.344
O 5.943 0.170 10.826
O 2.665 -2.408 9.297
O -7.220 -2.660 -3.614
O -6.126 -0.889 -2.813
O 3.083 3.289 -2.118
O 4.003 8.246 -5.864
O 1.841 -3.686 7.656
O 0.242 2.374 -2.958
O 0.044 -3.703 2.506
N -2.987 -5.060 -2.845
N -3.583 -4.085 -0.805
N -2.195 -2.861 -2.136
C 2.049 -1.397 7.165
C -9.400 -2.233 -2.829
C -7.168 -1.450 -3.018
C -0.565 -3.225 -0.258
C -2.945 -0.789 -3.217
C -8.566 -0.956 -2.719
C -2.115 0.326 -3.869
C 1.886 4.898 -0.726
C -0.762 -3.021 -1.771
C 6.713 -1.360 12.435
C 2.227 -2.503 8.189
C -8.597 -3.046 -3.836
C 3.335 6.745 -7.547
C 3.914 5.951 -6.377
C -3.565 -3.007 -4.168
C 0.646 -2.471 0.282
C 1.638 6.356 -1.110
C -2.436 -2.228 -3.482
C 3.230 8.148 -6.975
C 1.110 -2.039 6.147
C 7.004 -0.112 11.620
C -2.904 -4.013 -1.933
C 5.539 -1.985 11.683
C 0.072 1.541 -4.097
C 2.810 4.418 -1.827
C 1.461 -3.514 6.279
C 4.870 -0.761 11.073
C 2.925 6.708 -1.844
C -3.350 -4.506 -4.196
C -0.604 0.206 -3.720
C 4.717 7.017 -5.644
H 4.159 -0.293 11.757
H -2.396 1.255 -3.369
H 2.783 7.460 -2.616
H -1.151 -1.770 3.013
H 0.699 -1.446 -0.076
H 0.626 -4.175 6.060
H 0.876 1.935 -2.386
H 4.781 6.831 -4.575
H -3.980 -0.735 -3.531
H -2.563 -4.781 -4.898
H -0.355 -3.896 -2.289
H -3.669 -4.933 -0.262
H -8.688 -4.119 -3.691
H 0.075 -1.875 6.453
H 3.025 -1.163 6.736
H -10.429 -2.070 -3.138
H 2.408 4.805 0.228
H 2.357 6.390 -7.860
H -2.110 -5.568 -2.903
H 4.366 -0.981 10.139
H 0.793 6.414 -1.798
H -4.250 -5.021 -4.524
H -0.240 -2.134 -2.111
H -8.839 -0.219 -3.475
H -1.451 -2.817 0.228
H -0.587 2.087 -4.769
H -8.856 -2.807 -4.868
H 1.228 -1.661 5.133
H 5.727 7.125 -6.046
H -2.386 0.455 -4.918
H -0.316 0.011 -2.684
H 4.009 6.772 -8.404
H 3.106 5.594 -5.737
H 2.306 -3.796 5.648
H 5.913 -2.634 10.890
H 1.033 1.376 -4.585
H -8.608 -0.502 -1.733
H -3.645 -2.688 -5.206
H 3.715 7.040 -1.168
H -0.187 -0.572 -4.363
H 0.976 4.304 -0.708
H 6.440 -1.054 13.446
H -2.927 -0.613 -2.141
H 1.632 -0.509 7.632
H 1.433 7.014 -0.269
H 4.514 5.092 -6.670
H 7.588 -2.002 12.470
H 4.868 -2.571 12.306
H -0.512 -4.278 0.003
H -3.978 -3.233 -0.434
H 1.575 -3.006 0.102
H -4.522 -2.757 -3.706
H -1.550 -2.225 -4.113
H -9.416 -2.746 -1.867
*
```

Computed properties:
Gap between HOMO and LUMO ... 0.232 hartree
E_LUMO ... -4.4 eV
E_HOMO ... -10.71 eV
E ... -76987.0971 eV
M ... 724.85 g mol⁻¹

Here are the Mulliken charges for atoms 1 to 2, given in e:
1. S 1.24
2. O -0.56


The following is a quantum chemistry calculation of C31H55AsAuGe2N2O2Si3 as an isolated structure in a non-equilibrium geometry, from OMol25.

```
! wB97M-V def2-TZVPD RIJCOSX def2/J DEFGRID3
* xyz 2 2
Au -0.532 -0.417 0.166
As 0.401 -2.745 -0.151
Ge 0.500 2.250 0.291
Ge 0.660 4.328 2.303
Si -1.175 -4.076 1.045
Si 0.361 -3.231 -2.493
Si 2.549 -3.217 0.806
O 0.741 1.018 1.586
O 2.408 -0.121 -0.499
N -2.686 0.163 -0.124
N -5.924 -1.695 -3.058
C 3.233 2.956 -2.781
C 4.193 3.782 -2.207
C -5.391 0.695 -0.503
C -0.977 -3.513 2.813
C -1.046 -2.250 -3.236
C -2.853 -3.589 0.394
C -1.856 3.945 -0.175
C 2.102 2.792 -0.654
C 2.499 -5.023 1.259
C 3.924 -2.925 -0.414
C -2.903 4.428 -0.949
C -1.373 2.301 -1.877
C 0.095 0.922 2.868
C 2.227 3.830 3.354
C -1.073 2.897 -0.649
C 3.076 3.605 -0.085
C -5.415 -1.051 -2.256
C 0.864 6.050 1.442
C -2.421 2.787 -2.642
C -3.319 1.094 0.603
C 2.683 -2.126 2.322
C 4.116 4.104 -0.864
C -4.661 1.384 0.451
C 0.067 -5.059 -2.656
C 2.197 2.459 -2.012
C 1.961 -2.655 -3.244
C -3.391 -0.513 -1.029
C -4.739 -0.272 -1.256
C -3.180 3.855 -2.180
C -0.901 -5.903 0.866
C -1.002 4.300 3.333
H 2.441 -0.014 0.459
H -2.937 -3.747 -0.684
H -1.687 5.051 2.942
H -0.820 -6.220 -0.173
H -6.442 0.898 -0.662
H -1.115 -2.432 2.895
H -2.014 -2.722 -3.055
H 0.183 -5.383 -3.692
H 3.048 4.501 3.108
H -3.053 -2.538 0.608
H 3.059 3.848 0.966
H -0.034 6.354 0.909
H -2.648 2.331 -3.597
H 0.346 1.766 3.510
H 2.229 -2.608 3.190
H 4.090 -3.815 -1.023
H -1.721 -3.997 3.451
H -0.733 4.570 4.357
H 3.514 -5.393 1.424
H 2.771 -3.370 -3.110
H 3.736 -2.088 -1.076
H -1.762 -6.418 1.302
H 2.555 2.804 3.189
H 0.476 0.013 3.329
H 4.863 4.744 -0.415
H -0.990 0.832 2.778
H -0.794 1.462 -2.247
H 3.293 2.703 -3.831
H -0.913 -2.189 -4.318
H 0.009 -3.762 3.208
H 2.057 -5.621 0.461
H 3.248 0.232 -0.819
H -2.727 1.621 1.338
H 1.039 6.747 2.267
H 0.771 -5.632 -2.049
H -5.128 2.131 1.076
H -1.660 4.403 0.784
H 2.271 -1.701 -2.814
H 1.813 -2.510 -4.317
H -1.514 3.338 3.360
H 1.972 3.953 4.407
H 1.466 1.809 -2.475
H 5.006 4.166 -2.809
H -3.505 5.250 -0.584
H -1.064 -1.230 -2.844
H 3.731 -1.932 2.561
H -0.013 -6.241 1.396
H -0.946 -5.316 -2.340
H 4.847 -2.726 0.137
H -3.632 -4.183 0.876
H 1.932 -5.199 2.174
H 2.183 -1.166 2.179
H 1.712 6.086 0.762
H -3.987 4.245 -2.786
H -2.868 -1.270 -1.594
*
```

Computed properties:
Gap between HOMO and LUMO (alpha / beta) ... 0.274 / 0.202 hartree
E_LUMO (alpha / beta) ... -6.0 / -8.0 eV
E_HOMO (alpha / beta) ... -13.48 / -13.51 eV
E ... -241298.3398 eV
Relative energy (zero: lowest compared OMol25 entry of this formula, charge and spin) ... 14.5 kcal/mol
M ... 989.16 g mol⁻¹
Expectation value of S² ... 0.752

Here are the Mulliken charges for atoms 1 to 2, given in e:
1. Au 1.96
2. As 0.14


The following is a quantum chemistry calculation of a 3-piece molecular cluster, C31H55BBr2F3N2O7 overall in a non-equilibrium geometry, from OMol25.

```
! wB97M-V def2-TZVPD RIJCOSX def2/J DEFGRID3
* xyz -1 1
Br 1.242 -4.378 0.444
Br -1.933 -3.613 0.228
F 0.762 4.462 -3.480
F 1.798 2.815 -4.666
F 2.920 4.097 -3.269
O 3.773 0.412 -7.685
O 0.361 1.572 -2.545
O 1.083 0.277 3.085
O -7.072 -3.974 2.294
O -2.369 0.318 2.296
O -2.589 -0.881 0.345
O 3.427 -3.258 3.404
N 6.270 -2.844 3.391
N 0.974 1.071 -7.741
C -4.762 2.596 2.524
C 4.295 -0.040 -8.921
C -5.465 -2.036 2.142
C -0.214 -0.347 2.914
C -0.625 -2.141 0.352
C 1.427 2.474 -2.283
C 1.822 -1.436 0.589
C 0.687 -2.484 0.445
C 1.962 2.017 -8.271
C -1.161 -0.631 0.331
C 1.384 0.431 4.478
C -3.996 3.662 1.881
C 3.361 1.772 -7.676
C -3.968 -1.661 2.530
C 5.840 -4.575 5.049
C -7.013 3.492 1.721
C -5.911 -3.338 2.908
C 4.078 -2.772 4.566
C 1.697 3.459 -3.462
C -1.775 2.676 0.926
C -1.061 0.232 1.696
C -2.426 3.728 1.940
C -4.795 4.677 1.167
C 1.927 1.964 -9.796
C -6.252 4.592 1.104
C -0.667 1.766 1.622
C -1.061 0.136 -1.064
C 0.383 0.614 -1.433
C 3.028 -4.619 3.469
C -6.224 2.495 2.443
C 5.574 -3.126 4.652
B -3.345 -0.501 1.548
H 3.992 -1.682 4.515
H 1.475 -0.392 0.756
H 0.988 -0.265 -1.788
H -0.058 -1.459 2.883
H 3.492 -0.427 -9.552
H 5.204 -4.876 5.885
H 1.109 -0.476 5.078
H -4.045 -1.189 3.561
H 2.424 -1.736 1.497
H 4.118 2.407 -8.155
H 0.963 1.385 4.893
H 0.925 1.181 -6.730
H -1.838 0.931 -1.160
H 2.395 1.942 -2.071
H -6.215 -3.095 3.965
H -1.266 3.281 0.129
H 2.721 -4.910 4.478
H -5.070 -4.091 2.912
H 1.964 0.943 -10.180
H 1.657 3.027 -7.978
H -0.629 2.121 2.692
H 3.333 2.063 -6.623
H 6.880 -4.697 5.362
H 2.762 2.521 -10.228
H -6.912 -4.929 2.239
H 6.176 -1.853 3.181
H 3.539 -3.086 5.470
H 5.742 -3.298 2.646
H 0.953 1.087 -0.596
H 1.002 2.409 -10.169
H -2.095 3.585 2.997
H -2.604 2.092 0.460
H 1.355 0.134 -7.863
H 2.508 0.523 4.554
H -4.327 5.560 0.662
H 2.524 -1.547 -0.284
H -4.282 0.152 1.144
H -3.308 -2.564 2.643
H -6.843 5.361 0.557
H -4.247 1.805 3.109
H -6.741 1.636 2.932
H -5.607 -2.109 1.031
H -0.815 -0.132 3.843
H -6.162 -1.220 2.494
H 3.834 -5.265 3.114
H 4.848 0.745 -9.445
H -8.124 3.432 1.637
H 6.013 -2.493 5.432
H 1.221 3.117 -1.373
H -2.168 4.761 1.573
H 2.180 -4.748 2.795
H 0.350 1.970 1.199
H 4.978 -0.866 -8.715
H -1.336 -0.650 -1.827
H 5.674 -5.271 4.225
*
```

Computed properties:
Gap between HOMO and LUMO ... 0.247 hartree
E_LUMO ... 2.2 eV
E_HOMO ... -4.50 eV
E ... -199263.1935 eV
Relative energy (zero: lowest compared OMol25 entry of this formula, charge and spin) ... 0.0 kcal/mol
M ... 795.40 g mol⁻¹

Here are the Mulliken charges for atoms 1 to 2, given in e:
1. Br -0.25
2. Br -0.14


The following is a quantum chemistry calculation of C31H55BF3N7O3PRuS as an isolated structure in a non-equilibrium geometry, from OMol25.

```
! wB97M-V def2-TZVPD RIJCOSX def2/J DEFGRID3
* xyz 0 2
Ru -0.921 0.486 -0.634
S -0.613 2.454 -2.579
P 2.019 -0.226 1.203
F -0.484 5.027 -3.235
F 0.580 3.752 -4.613
F 1.414 4.175 -2.666
O -0.761 2.896 -1.203
O -1.809 2.345 -3.354
O 0.347 1.370 -2.680
N 0.571 -0.163 0.608
N -3.535 1.608 -1.116
N -3.851 -0.798 -0.690
N -2.816 1.669 0.017
N -2.708 -1.106 -0.072
N -2.867 -0.184 -2.860
N -1.625 -0.580 -2.549
C 2.694 -2.026 1.046
C 2.017 -2.888 2.113
C 4.481 1.307 0.901
C -4.834 -1.577 -0.220
C 4.204 -2.167 1.191
C 0.687 -0.400 3.642
C 3.168 -0.069 3.890
C 1.697 1.773 3.099
C -1.025 4.192 1.509
C -1.924 2.134 2.651
C -4.097 2.803 -1.353
C 3.145 1.006 0.229
C -1.840 -2.695 1.590
C -2.946 -2.086 0.792
C 0.384 -3.066 -3.818
C 0.370 -1.546 -3.635
C 0.274 3.931 -3.327
C -1.922 -0.903 -4.724
C -3.732 3.666 -0.340
C -2.271 3.344 1.786
C -1.026 -1.012 -3.656
C 3.373 0.390 -1.151
C 2.218 -2.555 -0.306
C -4.306 -2.421 0.735
C -1.562 -4.111 1.077
C -3.067 -0.371 -4.170
C -2.916 2.906 0.507
C 2.357 2.294 -0.001
C 1.240 -0.865 -4.691
C -2.201 -2.709 3.076
C 1.936 0.265 3.058
B -3.894 0.265 -1.800
H 4.353 1.849 1.834
H -1.314 2.440 3.498
H 4.448 -3.229 1.211
H 2.179 -3.939 1.875
H 1.177 -2.266 -0.456
H -4.837 -3.160 1.302
H 3.298 -1.139 4.024
H 5.071 1.938 0.238
H 0.854 -1.043 -5.693
H 2.347 2.952 0.860
H 0.778 -1.307 -2.646
H -1.384 -3.103 3.677
H 2.415 0.101 -1.583
H 1.326 2.057 -0.282
H 4.076 0.340 3.456
H -4.976 0.343 -2.274
H -0.036 -3.342 -4.783
H -3.076 -3.335 3.231
H 0.946 -2.709 2.128
H 0.353 0.156 4.516
H 2.285 -3.642 -0.318
H -0.566 4.496 2.448
H -5.841 -1.486 -0.576
H 0.923 2.040 2.384
H -0.198 -3.551 -3.037
H 5.054 0.406 1.098
H -0.109 -0.385 2.899
H -1.767 -1.176 -5.748
H -2.828 1.657 3.024
H 1.408 -3.435 -3.769
H -0.311 3.622 0.922
H -2.427 -1.702 3.421
H -0.961 -2.058 1.411
H -4.000 4.697 -0.221
H 4.569 -1.721 2.112
H 0.856 -1.424 3.955
H 2.601 2.339 2.890
H 1.359 2.059 4.096
H -4.719 2.969 -2.212
H -1.370 1.400 2.055
H -1.344 -4.091 0.012
H -0.714 -4.555 1.592
H 2.257 -1.249 -4.637
H -2.433 -4.741 1.241
H 2.796 2.849 -0.829
H -2.989 3.979 2.322
H 2.805 -2.184 -1.138
H 2.432 -2.714 3.101
H 3.040 0.371 4.879
H 4.741 -1.728 0.356
H 3.816 1.133 -1.812
H 1.254 0.205 -4.504
H 4.050 -0.459 -1.128
H -4.001 -0.137 -4.636
H -1.284 5.079 0.936
*
```

Computed properties:
Gap between HOMO and LUMO (alpha / beta) ... 0.246 / 0.286 hartree
E_LUMO (alpha / beta) ... -1.7 / -0.6 eV
E_HOMO (alpha / beta) ... -8.38 / -8.38 eV
E ... -81148.3342 eV
Relative energy (zero: lowest compared OMol25 entry of this formula, charge and spin) ... 58.4 kcal/mol
M ... 805.74 g mol⁻¹
Expectation value of S² ... 1.167

Here are the Mulliken charges for atoms 1 to 2, given in e:
1. Ru 1.56
2. S 0.93


Look up the E of the first one. -85625.4138 eV